Density functional theory data (ωB97M-V/def2-TZVPD) for one molecule with the formula C22H26N2O6.

Each line ends with the Mulliken charge.
Element x y z (Å)
1 C -4.30652 -1.80676 -2.55867  -1.061
2 C -3.79286 -2.35952 -1.23298  -0.523
3 O -3.72291 -1.37064 -0.22262  -0.414
4 C -2.72776 -0.44709 -0.22385  0.939
5 C -1.64115 -0.47933 -1.08605  -0.487
6 C -0.61494 0.45447 -0.98607  -0.402
7 N 0.46348 0.42775 -1.83600  -0.034
8 C 1.55163 1.25696 -1.74192  0.290
9 O 2.46756 1.17430 -2.52736  -0.632
10 N 1.50746 2.18664 -0.71948  0.086
11 C 2.75167 2.88167 -0.41788  -1.112
12 C 3.44624 2.21013 0.78483  -1.261
13 C 3.35555 0.71730 0.63545  -0.343
14 C 4.21987 0.01996 -0.19247  -0.482
15 C 4.02080 -1.32746 -0.41443  -0.741
16 C 2.95284 -2.01458 0.15339  0.436
17 O 2.85573 -3.33116 -0.20842  -0.498
18 C 2.21538 -4.25291 0.64512  -0.686
19 C 2.06499 -1.31291 0.98822  0.655
20 O 0.98283 -1.98733 1.50380  -0.429
21 C 0.18684 -1.34814 2.47231  -0.807
22 C 2.29924 0.03465 1.22637  0.253
23 C 0.44992 2.37186 0.16291  0.099
24 O 0.49953 3.22989 1.01935  -0.686
25 C -0.67013 1.44755 -0.00887  0.584
26 C -1.77764 1.50187 0.83564  -0.790
27 C -2.81077 0.58785 0.74597  0.560
28 O -3.80256 0.71889 1.67304  -0.537
29 C -5.15594 0.49275 1.30828  -0.313
30 C -5.60217 1.36623 0.14177  -0.994
31 H -3.63991 -1.04149 -2.94921  0.307
32 H -4.38235 -2.61139 -3.28450  0.408
33 H -5.29064 -1.36611 -2.41850  0.292
34 H -4.50251 -3.09134 -0.83725  0.406
35 H -2.82395 -2.85603 -1.35807  0.330
36 H -1.55344 -1.24939 -1.83553  0.407
37 H 0.52396 -0.28493 -2.55021  0.266
38 H 3.37444 2.81462 -1.30990  0.521
39 H 2.52037 3.92330 -0.19044  0.411
40 H 2.94603 2.52650 1.70066  0.358
41 H 4.48453 2.54022 0.81589  0.503
42 H 5.04188 0.52804 -0.67116  0.417
43 H 4.68356 -1.88603 -1.05586  0.433
44 H 2.49348 -5.23659 0.26590  0.321
45 H 2.56243 -4.15154 1.67656  0.284
46 H 1.12877 -4.14537 0.62177  0.174
47 H -0.53401 -2.09838 2.79489  0.261
48 H -0.35277 -0.49078 2.05804  0.190
49 H 0.78228 -1.02588 3.33200  0.412
50 H 1.62770 0.58443 1.86766  0.626
51 H -1.82274 2.27358 1.58779  0.493
52 H -5.32825 -0.56386 1.08222  0.192
53 H -5.71051 0.75714 2.21252  0.408
54 H -5.40416 2.41304 0.36042  0.294
55 H -5.06731 1.09558 -0.76600  0.229
56 H -6.66744 1.23518 -0.02692  0.387

Computed properties:
energy above the lowest of the compared OMol25 structures with the same formula, charge and spin	10.8	kcal/mol
DFT total energy	-38501.677	eV
HOMO level	-0.2914	hartree
SMILES string	CCOc1cc2[nH]c(=O)n(CCc3ccc(OC)c(OC)c3)c(=O)c2cc1OCC
maximum force	0.7	eV/Å
total charge	0